No. 1
The following is a quantum chemistry calculation of a molecular structure, C43H33InN6O3S4Se3, from the OMol25 dataset.

```
93
Properties=species:S:1:pos:R:3:forces:R:3:mulliken_charge:R:1
In -0.194449 0.049009 0.298365 -0.01 0.43 0.32 1.4663
Se 1.403206 2.119142 -0.009770 0.04 -0.07 -0.03 0.0380
Se -3.912222 1.198259 -2.989243 0.10 0.16 0.03 -0.2592
Se -2.178419 1.891910 1.453334 -0.01 -0.04 0.00 -0.0369
S 0.282018 -0.516270 5.224778 0.00 -0.01 0.02 -0.2941
S -3.527006 -4.160093 2.336927 -0.01 0.00 0.01 -0.0776
S 0.603551 -3.604023 -0.687389 -0.01 -0.01 -0.03 0.2159
S -3.806688 -2.516666 -1.366698 0.01 0.01 0.00 -0.0773
O -0.818014 -1.791662 0.999737 0.06 -0.10 -0.12 -0.0322
O 6.429203 0.804294 -3.304379 -0.01 -0.03 -0.02 -0.7561
O 5.127819 1.060773 -5.137348 0.01 -0.03 0.01 -0.7472
N -3.035593 0.719419 4.062021 -0.03 -0.01 -0.02 -0.7654
N 0.369267 0.033012 2.753733 -0.08 0.02 0.07 0.8334
N 2.129012 -1.336928 0.897331 -0.01 0.08 0.06 1.3492
N -1.547087 0.347759 -1.433109 -0.06 -0.17 -0.03 -0.4148
N -0.043277 -1.699166 -3.315943 -0.02 -0.02 0.00 -0.0180
N 1.905946 -0.506151 -1.619525 0.01 -0.09 -0.20 0.6770
C -1.819016 -1.189106 -4.831988 0.00 0.01 0.00 -0.5701
C 2.865225 0.224485 -3.691434 0.00 0.02 0.00 -0.7806
C -1.221479 7.723681 0.864836 -0.01 0.00 0.00 -1.5703
C -0.655175 3.632044 -1.949478 0.00 -0.02 -0.05 -1.2725
C 0.748716 4.525428 1.484483 -0.01 0.03 0.03 0.9748
C -3.044304 -2.205466 0.144198 0.01 -0.03 0.04 -0.9730
C 1.797813 -0.225585 -2.920897 0.02 0.01 0.00 0.1676
C 3.387490 -2.178716 2.741760 0.01 0.00 -0.02 -1.2249
C -1.082627 -3.708001 -0.426584 -0.02 -0.04 0.01 0.1024
C -1.242746 0.040025 -5.117203 -0.01 0.00 0.00 -0.8022
C 0.500845 -0.517092 -3.589889 0.00 0.00 0.02 0.7182
C 3.247706 -0.894249 0.328771 -0.03 0.03 -0.02 0.3382
C -2.901721 -5.122270 3.605281 0.01 0.00 0.01 -0.4866
C -1.959800 -3.663911 1.844265 0.00 0.02 -0.01 -0.1795
C 5.358713 0.784775 -3.945410 0.00 0.08 0.01 0.4721
C -0.665988 -5.462911 -1.884727 0.01 0.00 -0.01 -1.1137
C 4.120451 0.346945 -3.122897 -0.01 -0.03 0.00 -1.2611
C -0.326976 4.350629 -0.674818 0.02 -0.02 -0.02 0.9986
C -1.627266 -4.758714 -1.112921 0.02 0.00 0.00 -0.7403
C 2.203728 -1.986159 2.055133 0.04 -0.03 0.01 -0.5254
C 4.242485 -0.002925 -1.789120 0.01 0.05 0.02 -1.0161
C -1.003409 -4.224025 2.639946 0.00 -0.01 0.00 -0.5752
C -5.132946 -1.515147 -0.974596 0.01 0.02 -0.01 -0.5505
C -1.715423 -2.782898 0.606250 0.02 0.02 0.01 2.7234
C -0.870833 5.618709 -0.476409 -0.01 0.00 0.01 -1.3221
C 1.597587 3.991921 2.602971 -0.02 0.01 0.01 -1.3250
C -0.314525 -0.638403 3.630195 -0.02 0.06 -0.03 -0.4251
C 1.547306 0.500334 4.668849 0.01 0.00 -0.02 -0.6908
C -2.484393 0.684227 -2.037975 -0.10 -0.18 -0.03 -0.1375
C -2.703773 1.177908 3.048391 0.04 -0.03 -0.01 0.2884
C -1.541368 -5.055073 3.658078 0.00 0.01 0.00 -0.8251
C 0.193441 5.790013 1.636105 -0.01 -0.02 0.02 -1.1074
C -4.993815 -0.948329 0.252560 0.00 0.01 0.01 -1.1539
C -3.794978 -1.352556 0.895528 -0.02 0.01 -0.01 -0.7173
C 4.541161 -1.620923 2.207189 0.01 0.00 0.01 -0.9468
C -0.060263 0.383599 -4.491662 0.00 0.00 0.00 -0.5907
C -1.182841 -2.017296 -3.924338 0.02 0.00 0.01 -0.2300
C 3.125121 -0.410826 -1.075567 0.01 -0.01 0.03 0.7496
C 4.477150 -0.973834 0.989487 0.00 -0.05 -0.02 -0.7580
C 0.481117 3.787348 0.321131 0.02 0.01 -0.03 0.6799
C 1.430773 0.681535 3.332465 0.04 -0.06 -0.02 -1.1265
C -0.627894 6.353783 0.669933 0.00 -0.01 0.00 0.7697
C 0.587398 -4.943229 -1.740703 -0.02 -0.01 0.00 -0.5842
H 2.297889 0.899999 5.329547 -0.01 0.00 0.00 0.4607
H 0.403790 6.344864 2.546235 0.00 0.00 0.00 0.2939
H -5.690955 -0.237666 0.672091 0.00 -0.01 0.00 0.3785
H 1.493965 -5.255767 -2.234268 0.00 0.00 0.00 0.4683
H -1.397365 2.856476 -1.769828 0.00 0.00 0.00 -0.0066
H -1.606149 -2.981300 -3.658242 0.01 0.01 -0.01 0.4136
H -1.770750 7.784355 1.806863 0.00 0.00 0.00 0.3415
H -1.074082 4.320686 -2.683806 0.01 0.01 0.00 0.4156
H -1.177743 -1.233247 3.377309 0.00 0.00 0.01 0.1387
H 1.083441 3.171646 3.104043 -0.02 0.01 -0.01 0.0883
H -3.493385 -1.015988 1.876752 0.01 0.04 0.02 0.8566
H 0.052171 -4.068457 2.470798 0.00 0.00 0.00 0.5462
H 5.487464 -1.701614 2.728591 0.00 0.00 0.00 0.3987
H 0.411866 1.342239 -4.662213 0.00 0.00 -0.01 0.4030
H -0.445499 8.493225 0.888082 0.00 0.00 0.00 0.3300
H 0.221630 3.138579 -2.369602 0.01 0.01 0.00 0.1983
H -1.911858 7.968306 0.057090 0.00 0.00 0.00 0.3365
H -5.903495 -1.333943 -1.705307 0.00 0.00 0.00 0.5022
H -3.564597 -5.660938 4.263735 0.00 0.00 -0.01 0.4411
H 2.749659 0.435155 -4.746372 0.00 0.00 0.00 0.6446
H 2.091772 1.246643 2.691761 -0.01 0.01 0.02 0.7591
H -0.898362 -6.307427 -2.519482 0.00 0.00 0.00 0.3739
H 1.783944 4.774329 3.340830 0.01 0.00 -0.01 0.4079
H 2.553545 3.611956 2.240083 -0.01 -0.02 -0.01 0.3168
H -2.763792 -1.480396 -5.270166 0.00 0.00 0.00 0.3635
H -2.671017 -5.031822 -1.051285 0.00 0.00 0.00 0.5794
H 1.259025 -2.340099 2.446058 0.02 -0.02 -0.03 0.3530
H 3.394332 -2.718072 3.679398 0.00 0.00 0.00 0.5300
H 5.366810 -0.554746 0.545084 0.00 -0.02 -0.01 0.5298
H 5.232276 0.048200 -1.360293 0.00 0.02 0.00 0.6579
H -1.730952 0.733712 -5.788863 0.00 0.00 0.00 0.3229
H -0.944132 -5.574868 4.395051 0.00 0.00 0.00 0.3929
H -1.507399 6.033598 -1.251687 0.00 0.00 0.00 0.2618
```
Forces are in eV/Å.

## Properties
2S+1: 1
HOMO level in eV: -3.21
Charge: -2

---

No. 2
The following is a quantum chemistry calculation of a molecular structure, C43H34AgN5OS3, from the OMol25 dataset.

```
87
Properties=species:S:1:pos:R:3:forces:R:3:mulliken_charge:R:1
Ag 1.883283 2.609862 1.051964 0.99 -0.09 1.55 0.0856
S 2.037883 2.685462 3.714964 -0.63 -0.08 -0.13 -0.4905
S 4.470083 2.563562 1.189864 0.13 -0.28 -0.33 -0.5246
S 1.634583 4.168562 -3.540236 0.04 -0.29 0.21 -0.5597
O -7.277517 -6.953638 0.957264 1.08 0.67 -0.05 -0.4583
N 1.426983 0.351462 1.005764 -0.81 -0.61 -0.55 0.5254
N -3.770417 -1.427238 0.785564 0.19 -0.73 0.05 -0.1142
N 1.739283 2.603962 -1.464336 0.02 0.89 0.04 0.6205
N -2.173217 -2.990338 0.872264 -1.28 -0.76 -0.02 -0.8206
N -0.497217 2.256262 0.829464 -0.67 -0.93 0.21 0.4758
C 2.370883 -0.569038 1.084964 0.26 0.35 0.11 -0.3064
C 2.902983 -2.317738 -2.806536 -0.13 0.05 -0.07 -1.5468
C 1.677783 -2.565638 -4.942336 -0.02 0.18 0.21 -2.4791
C -3.213817 1.641662 0.753864 -0.01 -0.16 0.03 -0.6702
C 1.666683 -0.338538 -3.686336 -0.01 -0.07 -0.17 -0.5373
C 1.691883 1.787862 -2.536036 0.00 -0.06 -1.14 -1.7506
C -0.875917 0.960462 0.850764 -1.84 0.85 -0.29 -0.3158
C 1.691783 0.395562 -2.513336 -0.04 0.26 0.16 0.2468
C 1.644183 0.340162 -4.906436 -0.01 0.06 -0.19 -0.1073
C -6.414517 -5.859038 0.915364 0.02 -0.45 0.03 0.9715
C 6.084983 2.538062 3.294564 0.30 -0.04 0.30 -0.6159
C 1.771383 7.025762 0.999764 0.08 -0.48 0.36 -0.5753
C -3.490517 -2.788038 0.832864 1.78 1.65 -0.03 0.0648
C -4.107717 -5.166738 0.857264 0.08 0.94 -0.02 -0.5845
C 2.126983 -1.934238 1.066164 -0.77 -0.39 0.01 -0.9703
C 1.764283 4.938362 -0.833936 0.13 1.49 1.28 1.5834
C 4.195683 2.524862 5.259364 0.16 -0.07 0.23 -0.5939
C -1.596817 -1.772638 0.860464 -0.61 1.40 -0.02 0.8091
C 1.827483 4.639562 0.554464 -0.59 0.06 -1.18 -1.0828
C 1.735383 6.273862 -1.269536 0.05 -0.34 -0.26 -0.8748
C 1.720583 3.870362 -1.770736 -0.15 -1.29 -0.68 0.5008
C 3.758983 2.593262 3.933264 -0.03 0.01 0.22 0.1541
C -6.806817 -4.526138 0.904164 -0.61 -0.60 0.02 -0.5542
C -2.274417 0.604562 0.792464 1.08 1.22 -0.01 0.1873
C 0.388383 -2.303238 -2.843736 0.13 0.04 -0.07 -1.4135
C -1.401417 3.196162 0.771864 -0.46 0.07 -0.06 -0.5056
C 4.743283 2.578362 2.915464 0.14 -0.10 -0.35 0.1767
C 5.527083 2.449062 5.608864 0.17 0.00 0.34 -0.4533
C -8.648217 -6.701738 1.008664 -0.51 0.11 0.01 -0.8082
C 6.489183 2.465662 4.611764 0.29 0.00 0.06 -0.4376
C 0.127583 -0.043438 0.930364 1.39 -1.28 0.30 0.0497
C -5.864717 -3.520238 0.868864 1.28 0.07 -0.01 -0.8199
C 0.809583 -2.373238 0.983564 0.62 0.06 0.04 -0.5353
C -5.045617 -6.161838 0.889964 -0.71 -0.30 0.02 -0.5122
C -2.572417 -0.764338 0.805264 0.58 -1.48 0.02 0.2415
C 1.889983 5.710462 1.435464 -0.03 0.88 -0.03 -0.0364
C -4.482117 -3.802138 0.847464 -1.80 -1.42 0.04 0.3566
C 1.636083 1.729562 -4.962036 -0.02 -0.13 -0.11 -1.1774
C -2.785917 2.947562 0.755064 0.30 -0.03 -0.05 -1.0957
C 1.704483 7.303562 -0.359336 -0.07 0.39 -0.36 -0.5983
C 1.659483 -1.859438 -3.581236 0.01 -0.24 -0.06 2.7612
C 1.652783 2.447262 -3.787436 -0.01 0.11 0.15 1.1685
C -0.207817 -1.431138 0.925264 0.00 0.62 0.08 0.2133
H 1.681883 -3.644538 -4.784436 0.00 -0.07 0.01 0.4692
H 3.385583 -0.190538 1.153064 0.06 0.24 0.00 0.3301
H 1.617483 2.240762 -5.913836 -0.01 0.00 -0.14 0.3606
H 2.953383 -2.628538 1.110564 0.04 -0.05 -0.01 0.4546
H 0.794983 -2.316038 -5.527036 -0.09 0.04 -0.13 0.4307
H 1.729183 6.480362 -2.333136 0.01 0.23 -0.17 0.3214
H -1.028117 4.210662 0.730464 0.20 0.17 0.06 0.3820
H -3.479117 3.776162 0.742164 -0.07 0.02 0.00 0.3940
H 1.714683 -0.084938 -1.550636 0.03 -0.10 0.20 0.0991
H 0.554083 -3.422638 0.968264 0.00 -0.10 -0.01 0.5213
H 0.331283 -1.872138 -1.848736 0.00 0.05 0.13 0.1622
H 5.813283 2.375362 6.653164 0.01 0.02 0.06 0.2898
H -4.755117 -7.202738 0.903564 0.04 -0.06 -0.01 0.4057
H 3.438283 2.510462 6.032564 -0.06 0.02 0.02 0.3038
H 1.996583 5.520762 2.496764 -0.01 -0.16 0.13 0.3369
H 3.804883 -1.995838 -3.325836 0.09 0.02 -0.01 0.4017
H -0.494117 -1.988538 -3.399436 -0.11 0.03 -0.04 0.3646
H -6.207617 -2.495238 0.867064 -0.06 0.06 0.00 0.2299
H 1.635183 8.328662 -0.702436 0.02 0.07 -0.05 0.3321
H 2.917083 -3.404538 -2.724936 0.00 -0.14 0.03 0.4208
H -8.934217 -6.132738 1.901364 0.06 -0.02 -0.02 0.3208
H 7.544883 2.410762 4.853564 0.08 0.01 0.04 0.2923
H -4.272917 1.404962 0.723964 -0.03 0.04 0.01 0.3251
H 1.724283 7.831862 1.721064 0.03 0.16 0.08 0.3785
H -9.004717 -6.161838 0.123264 0.05 -0.02 0.02 0.3169
H 1.630383 -0.199938 -5.843536 0.00 -0.08 0.02 0.4209
H 0.366283 -3.388138 -2.745736 -0.01 -0.16 0.04 0.4307
H 2.567683 -2.303438 -5.511136 0.08 0.04 -0.11 0.4520
H -3.054117 -5.393738 0.841964 0.12 -0.06 0.00 0.5104
H -7.854017 -4.260438 0.929764 -0.05 0.00 -0.01 0.3504
H 6.824183 2.540362 2.504964 0.04 0.00 -0.07 0.2962
H -9.131617 -7.678338 1.044364 -0.01 0.09 0.00 0.2390
H 2.922183 -1.901038 -1.804436 0.03 0.04 0.13 0.1961
H -4.676817 -0.996638 0.792164 0.02 -0.05 -0.04 0.1940
```
Forces are in eV/Å.

## Properties
2S+1: 1
HOMO level (spin up / spin down) in eV: 0.78 / 0.77
Charge: -2

---

Calculated total energy for every record listed, in sequence, given in eV: -304768.6268 -91146.8511.
Largest force on an atom for every record listed, in sequence, given in eV/A: 0.5 2.4.
Energy above the lowest of the compared OMol25 structures with the same formula, charge and spin for every record listed, in sequence, given in kJ/mol: 48.00 194.72.